No. 1
The following is a DFT calculation (ωB97M-V/def2-TZVPD) of a 5-piece molecular cluster, C38H44N8O14PS overall in a non-equilibrium geometry.

CARTESIAN COORDINATES (ANGSTROEM)
C: -3.405 4.416 3.527
C: -1.937 4.306 3.155
O: -1.061 4.751 3.863
O: -1.706 3.680 1.961
C: -0.606 2.739 2.035
C: -1.017 1.453 1.326
C: 0.157 0.458 1.181
C: 1.238 1.100 0.299
C: 2.388 0.149 -0.073
N: 1.909 -1.124 -0.699
C: 1.238 -0.829 -1.965
O: -0.141 -1.005 -1.708
O: -0.742 -1.127 -2.985
C: 2.899 -2.051 -0.822
N: 3.667 -2.180 -1.960
C: 4.763 -1.179 -2.005
C: 5.953 -1.536 -1.422
C: 6.975 -0.589 -1.440
C: 6.638 0.597 -2.047
C: 5.421 0.845 -2.628
N: 4.455 -0.067 -2.610
N: 3.130 -2.903 0.165
P: 2.237 -3.009 1.660
O: 2.341 -1.673 2.522
O: 2.953 -4.158 2.505
S: 0.449 -3.578 1.287
H: -3.485 4.329 4.610
H: -4.018 3.665 3.028
H: -3.782 5.403 3.243
H: 0.260 3.230 1.587
H: -0.361 2.505 3.076
H: -1.868 1.020 1.859
H: -1.367 1.718 0.321
H: -0.242 -0.471 0.766
H: 0.545 0.280 2.197
H: 0.789 1.507 -0.607
H: 1.718 1.930 0.818
H: 3.046 0.720 -0.736
H: 2.982 -0.024 0.831
H: 1.505 -1.502 -2.784
H: 1.425 0.190 -2.324
H: -1.654 -0.843 -2.818
H: 4.050 -3.119 -2.013
H: 6.099 -2.506 -0.961
H: 7.949 -0.774 -1.011
H: 7.381 1.389 -2.072
H: 5.202 1.796 -3.100
H: 3.891 -3.565 0.056
H: 1.419 -1.383 2.648
H: 3.311 -3.795 3.332
C: -1.492 7.609 -1.661
C: -1.391 6.754 -0.572
C: -0.456 5.733 -0.576
C: 0.372 5.585 -1.675
C: 0.279 6.425 -2.772
C: -0.660 7.442 -2.761
N: 1.381 4.521 -1.676
O: 1.435 3.778 -0.709
O: 2.113 4.433 -2.639
H: -2.220 8.410 -1.653
H: -2.041 6.885 0.283
H: -0.383 5.071 0.274
H: 0.927 6.299 -3.627
H: -0.743 8.108 -3.609
C: -7.096 -2.659 -3.822
C: -6.535 -1.609 -4.538
C: -5.547 -0.828 -3.964
C: -5.129 -1.113 -2.675
C: -5.683 -2.152 -1.946
C: -6.673 -2.927 -2.526
N: -4.065 -0.303 -2.072
O: -3.609 0.618 -2.729
O: -3.692 -0.594 -0.952
H: -7.865 -3.272 -4.275
H: -6.868 -1.402 -5.546
H: -5.112 -0.012 -4.523
H: -5.354 -2.364 -0.939
H: -7.115 -3.744 -1.970
C: 4.297 3.434 4.646
C: 5.525 3.747 4.080
C: 6.256 2.772 3.422
C: 5.742 1.490 3.338
C: 4.521 1.159 3.904
C: 3.797 2.140 4.561
N: 6.496 0.462 2.617
O: 7.564 0.763 2.128
O: 5.999 -0.648 2.534
H: 3.725 4.200 5.154
H: 5.912 4.755 4.149
H: 7.211 3.019 2.981
H: 4.124 0.156 3.839
H: 2.841 1.899 5.005
C: -3.683 -7.799 0.974
C: -4.590 -6.897 1.516
C: -5.748 -6.580 0.825
C: -5.985 -7.176 -0.401
C: -5.088 -8.071 -0.956
C: -3.930 -8.382 -0.261
N: -7.225 -6.861 -1.124
O: -7.984 -6.055 -0.620
O: -7.420 -7.422 -2.181
H: -2.781 -8.049 1.518
H: -4.395 -6.444 2.478
H: -6.453 -5.879 1.248
H: -5.280 -8.528 -1.916
H: -3.221 -9.082 -0.682

total charge = +1
E_HOMO = -0.425 Ha
maximum force = 3.7 eV Å⁻¹
gap between HOMO and LUMO = 8.061 eV
DFT total energy = -100812.0896 eV
LUMO energy = -3.50 eV

=====

No. 2
The following is a DFT calculation (ωB97M-V/def2-TZVPD) of C38H45As2N4O2RhSSb as an isolated structure in a non-equilibrium geometry.

CARTESIAN COORDINATES (ANGSTROEM)
Rh: 0.296 0.892 1.119
O: 0.485 3.011 1.764
C: -0.838 3.554 1.886
C: -1.764 2.924 0.865
C: -2.727 3.653 0.182
C: -3.595 3.000 -0.688
C: -3.466 1.628 -0.842
C: -2.461 0.975 -0.152
N: -1.627 1.590 0.688
H: 1.019 3.525 1.140
H: -0.842 4.643 1.816
H: -1.168 3.280 2.896
H: -2.802 4.717 0.348
H: -4.349 3.550 -1.231
H: -4.117 1.064 -1.496
H: -2.318 -0.095 -0.257
C: -0.309 -2.103 -0.725
As: 0.803 -1.558 0.799
C: 2.612 -1.473 0.071
C: 0.989 -3.281 1.788
C: 0.462 -4.365 1.083
C: 0.696 -5.667 1.495
C: 1.443 -5.908 2.621
C: 1.934 -4.844 3.348
C: 1.700 -3.526 2.981
As: 2.312 -2.132 4.229
C: 3.892 -2.990 5.046
C: 0.993 -2.502 5.665
H: 0.212 -2.840 -1.334
H: -0.475 -1.209 -1.322
H: -1.257 -2.518 -0.382
H: 2.782 -2.406 -0.469
H: 3.315 -1.396 0.902
H: 2.731 -0.628 -0.595
H: -0.121 -4.233 0.186
H: 0.293 -6.488 0.919
H: 1.625 -6.921 2.948
H: 2.504 -5.044 4.247
H: 3.618 -3.776 5.748
H: 4.474 -2.236 5.578
H: 4.522 -3.411 4.262
H: 0.895 -3.573 5.840
H: 0.013 -2.110 5.391
H: 1.331 -2.036 6.591
C: -0.012 1.042 6.818
N: 0.284 0.960 5.409
C: 1.577 1.257 4.822
C: 1.314 0.868 3.400
O: 2.052 0.922 2.404
N: 0.031 0.488 3.244
C: -0.565 0.560 4.462
N: -1.832 0.244 4.671
H: 0.886 1.359 7.343
H: -0.310 0.065 7.203
H: -0.795 1.779 7.009
H: 2.393 0.686 5.266
H: 1.813 2.325 4.890
H: -2.399 -0.072 3.903
H: -2.246 0.286 5.589
S: 0.874 1.124 -1.180
Sb: -0.169 1.044 -3.316
C: 0.254 2.989 -4.077
C: -0.319 4.106 -3.480
C: -0.048 5.367 -3.977
C: 0.798 5.513 -5.065
C: 1.373 4.403 -5.657
C: 1.100 3.136 -5.164
C: 0.928 -0.531 -4.249
C: 0.259 -1.594 -4.843
C: 0.981 -2.603 -5.454
C: 2.363 -2.551 -5.474
C: 3.031 -1.490 -4.882
C: 2.316 -0.479 -4.269
C: -2.272 0.645 -3.467
C: -2.878 -0.506 -2.968
C: -4.222 -0.736 -3.191
C: -4.972 0.178 -3.915
C: -4.372 1.320 -4.417
C: -3.025 1.549 -4.200
H: -0.979 3.992 -2.623
H: -0.494 6.238 -3.523
H: 1.004 6.498 -5.454
H: 2.031 4.521 -6.504
H: 1.543 2.270 -5.643
H: -0.824 -1.636 -4.845
H: 0.463 -3.424 -5.926
H: 2.925 -3.335 -5.961
H: 4.108 -1.447 -4.912
H: 2.844 0.350 -3.810
H: -2.307 -1.242 -2.418
H: -4.686 -1.635 -2.814
H: -6.019 -0.009 -4.099
H: -4.949 2.027 -4.994
H: -2.564 2.440 -4.609

total charge = +3
E_HOMO (spin up / spin down) = -0.568 / -0.568 Ha
energy above the lowest of the compared OMol25 structures with the same formula, charge and spin = 207.9 kJ/mol
maximum force = 1.7 eV Å⁻¹
gap between HOMO and LUMO (spin up / spin down) = 6.523 / 6.522 eV
DFT total energy = -192225.7277 eV
LUMO energy (spin up / spin down) = -8.93 / -8.93 eV

=====

No. 3
The following is a DFT calculation (ωB97M-V/def2-TZVPD) of C38H45N3OP2Ti as an isolated structure in a non-equilibrium geometry.

CARTESIAN COORDINATES (ANGSTROEM)
Ti: -0.178 -0.259 -0.352
C: -2.649 1.464 -1.104
P: -1.034 1.577 -2.027
C: -0.727 3.355 -1.795
C: -1.550 4.307 -2.390
C: -1.343 5.651 -2.125
C: -0.313 6.050 -1.281
C: 0.517 5.104 -0.700
C: 0.305 3.758 -0.957
C: -1.265 1.436 -3.823
C: -0.079 1.162 -4.517
C: -0.095 0.986 -5.889
C: -1.298 1.095 -6.577
C: -2.467 1.404 -5.898
C: -2.460 1.566 -4.519
C: -2.171 1.651 0.313
C: -2.642 2.426 1.335
C: -1.648 2.419 2.355
C: -0.600 1.655 1.907
C: 0.728 1.488 2.607
P: 2.022 0.287 2.071
C: 3.517 1.229 1.723
C: 4.766 0.833 2.200
C: 5.896 1.538 1.816
C: 5.790 2.617 0.951
C: 4.548 3.008 0.467
C: 3.415 2.316 0.853
C: 2.401 -0.783 3.472
C: 2.861 -0.175 4.642
C: 3.218 -0.955 5.729
C: 3.126 -2.338 5.654
C: 2.662 -2.946 4.496
C: 2.302 -2.172 3.405
N: -0.917 1.160 0.661
H: -3.157 0.513 -1.293
H: -3.329 2.271 -1.372
H: -2.345 4.010 -3.063
H: -1.990 6.392 -2.573
H: -0.157 7.102 -1.082
H: 1.323 5.415 -0.049
H: 0.926 2.994 -0.512
H: 0.854 1.107 -3.963
H: 0.820 0.764 -6.422
H: -1.324 0.942 -7.647
H: -3.393 1.522 -6.447
H: -3.383 1.782 -3.994
H: -3.579 2.959 1.356
H: -1.701 2.939 3.299
H: 0.546 1.235 3.654
H: 1.245 2.451 2.607
H: 4.857 -0.016 2.865
H: 6.864 1.236 2.191
H: 6.679 3.154 0.647
H: 4.464 3.845 -0.212
H: 2.445 2.603 0.477
H: 2.948 0.904 4.697
H: 3.577 -0.482 6.633
H: 3.420 -2.946 6.499
H: 2.588 -4.023 4.436
H: 1.959 -2.657 2.500
C: -1.047 -1.522 2.406
N: -1.299 -1.627 0.955
C: -2.765 -1.514 0.779
C: -0.837 -2.956 0.503
C: -1.058 -3.126 -0.991
N: -0.642 -1.913 -1.753
C: -1.621 -1.709 -2.847
C: 0.684 -2.134 -2.386
H: -1.547 -2.338 2.936
H: -1.436 -0.576 2.777
H: 0.014 -1.576 2.612
H: -3.273 -2.317 1.320
H: -3.051 -1.574 -0.270
H: -3.104 -0.559 1.176
H: -1.375 -3.751 1.031
H: 0.223 -3.046 0.745
H: -2.112 -3.316 -1.185
H: -0.515 -4.005 -1.343
H: -2.602 -1.447 -2.450
H: -1.722 -2.625 -3.436
H: -1.287 -0.923 -3.511
H: 0.599 -2.829 -3.226
H: 1.386 -2.550 -1.669
H: 1.080 -1.192 -2.764
C: 2.758 -1.656 0.244
C: 1.625 -0.660 0.536
O: 1.489 0.302 -0.470
H: 3.184 -1.410 -0.728
H: 2.440 -2.701 0.242
H: 3.568 -1.571 0.970

total charge = +2
E_HOMO = -0.487 Ha
energy above the lowest of the compared OMol25 structures with the same formula, charge and spin = 19.3 kJ/mol
maximum force = 1.3 eV Å⁻¹
gap between HOMO and LUMO = 7.470 eV
DFT total energy = -88335.3771 eV
LUMO energy = -5.79 eV

=====

No. 4
The following is a DFT calculation (ωB97M-V/def2-TZVPD) of C38H45N4O4RhS5SbTe as an isolated structure in a non-equilibrium geometry.

CARTESIAN COORDINATES (ANGSTROEM)
Rh: 0.084 -0.400 -0.869
S: -2.363 -0.492 1.422
C: -1.283 -0.445 0.305
C: 3.465 -3.424 0.574
C: 3.419 -2.211 1.504
C: 4.609 -1.297 1.248
Sb: 1.481 -1.259 1.242
C: 0.284 -2.814 2.185
C: -0.381 -3.763 1.198
C: 1.029 -3.580 3.274
C: 1.352 0.122 2.920
C: 1.325 1.565 2.421
C: 2.392 -0.073 4.020
H: 4.396 -3.984 0.724
H: 3.431 -3.108 -0.471
H: 2.630 -4.110 0.729
H: 3.428 -2.535 2.548
H: 4.624 -0.928 0.220
H: 5.540 -1.855 1.412
H: 4.620 -0.432 1.913
H: -0.496 -2.214 2.660
H: 0.356 -4.384 0.684
H: -0.935 -3.228 0.428
H: -1.070 -4.430 1.733
H: 1.821 -4.207 2.856
H: 0.336 -4.246 3.801
H: 1.482 -2.922 4.017
H: 0.362 -0.115 3.324
H: 2.318 1.885 2.090
H: 1.012 2.241 3.224
H: 0.634 1.708 1.586
H: 3.400 0.137 3.653
H: 2.396 -1.084 4.430
H: 2.201 0.620 4.848
Te: -1.619 -0.398 -2.811
C: -3.445 -0.610 -1.785
C: -4.260 0.359 -1.275
C: -5.404 -0.165 -0.607
C: -5.451 -1.528 -0.629
S: -4.099 -2.170 -1.463
H: -4.011 1.413 -1.321
H: -6.148 0.452 -0.120
H: -6.206 -2.170 -0.200
S: -1.673 8.645 -1.189
C: -1.878 7.204 -0.358
S: -2.099 5.679 -1.147
C: -2.142 4.811 0.398
N: -2.000 5.633 1.402
N: -1.868 6.957 0.968
C: -1.677 7.898 2.016
C: -1.036 7.465 3.174
C: -0.844 8.344 4.228
C: -1.292 9.656 4.145
C: -1.944 10.075 2.995
C: -2.143 9.205 1.931
S: -2.354 3.132 0.437
H: -0.710 6.437 3.232
H: -0.340 7.997 5.122
H: -1.139 10.341 4.970
H: -2.310 11.092 2.918
H: -2.648 9.533 1.037
O: 1.438 -2.102 -3.451
C: 1.068 -2.892 -2.587
O: 0.676 -2.645 -1.401
C: 1.084 -4.378 -2.938
C: 1.927 -4.842 -3.941
C: 1.966 -6.187 -4.268
C: 1.128 -7.058 -3.589
C: 0.262 -6.620 -2.600
C: 0.253 -5.274 -2.273
N: 1.160 -8.487 -3.931
O: 1.932 -8.856 -4.801
O: 0.416 -9.243 -3.328
H: 2.540 -4.117 -4.460
H: 2.622 -6.568 -5.036
H: -0.382 -7.330 -2.102
H: -0.397 -4.892 -1.500
C: 5.493 1.243 -2.351
N: 4.485 0.594 -1.539
C: 4.082 1.470 -0.453
C: 3.327 0.059 -2.291
C: 2.304 1.107 -2.645
C: 2.662 2.046 -3.618
C: 1.876 3.156 -3.877
C: 0.703 3.326 -3.154
C: 0.299 2.346 -2.257
C: 1.066 1.200 -1.979
H: 6.388 1.408 -1.742
H: 5.178 2.220 -2.749
H: 5.765 0.600 -3.191
H: 4.945 1.674 0.190
H: 3.306 0.989 0.139
H: 3.668 2.426 -0.802
H: 2.852 -0.711 -1.680
H: 3.717 -0.442 -3.179
H: 3.577 1.898 -4.186
H: 2.174 3.877 -4.631
H: 0.078 4.198 -3.314
H: -0.646 2.483 -1.744

total charge = -2
E_HOMO (spin up / spin down) = -0.094 / -0.092 Ha
energy above the lowest of the compared OMol25 structures with the same formula, charge and spin = 149.8 kJ/mol
maximum force = 2.2 eV Å⁻¹
gap between HOMO and LUMO (spin up / spin down) = 5.532 / 5.236 eV
⟨S²⟩ = 0.77
DFT total energy = -125298.7753 eV
multiplicity = 2
LUMO energy (spin up / spin down) = 2.99 / 2.74 eV

=====

Look up the total charge of the first one. +1

=====

Copy entry 3 word for word.
The following is a DFT calculation (ωB97M-V/def2-TZVPD) of C38H45N3OP2Ti as an isolated structure in a non-equilibrium geometry.

CARTESIAN COORDINATES (ANGSTROEM)
Ti: -0.178 -0.259 -0.352
C: -2.649 1.464 -1.104
P: -1.034 1.577 -2.027
C: -0.727 3.355 -1.795
C: -1.550 4.307 -2.390
C: -1.343 5.651 -2.125
C: -0.313 6.050 -1.281
C: 0.517 5.104 -0.700
C: 0.305 3.758 -0.957
C: -1.265 1.436 -3.823
C: -0.079 1.162 -4.517
C: -0.095 0.986 -5.889
C: -1.298 1.095 -6.577
C: -2.467 1.404 -5.898
C: -2.460 1.566 -4.519
C: -2.171 1.651 0.313
C: -2.642 2.426 1.335
C: -1.648 2.419 2.355
C: -0.600 1.655 1.907
C: 0.728 1.488 2.607
P: 2.022 0.287 2.071
C: 3.517 1.229 1.723
C: 4.766 0.833 2.200
C: 5.896 1.538 1.816
C: 5.790 2.617 0.951
C: 4.548 3.008 0.467
C: 3.415 2.316 0.853
C: 2.401 -0.783 3.472
C: 2.861 -0.175 4.642
C: 3.218 -0.955 5.729
C: 3.126 -2.338 5.654
C: 2.662 -2.946 4.496
C: 2.302 -2.172 3.405
N: -0.917 1.160 0.661
H: -3.157 0.513 -1.293
H: -3.329 2.271 -1.372
H: -2.345 4.010 -3.063
H: -1.990 6.392 -2.573
H: -0.157 7.102 -1.082
H: 1.323 5.415 -0.049
H: 0.926 2.994 -0.512
H: 0.854 1.107 -3.963
H: 0.820 0.764 -6.422
H: -1.324 0.942 -7.647
H: -3.393 1.522 -6.447
H: -3.383 1.782 -3.994
H: -3.579 2.959 1.356
H: -1.701 2.939 3.299
H: 0.546 1.235 3.654
H: 1.245 2.451 2.607
H: 4.857 -0.016 2.865
H: 6.864 1.236 2.191
H: 6.679 3.154 0.647
H: 4.464 3.845 -0.212
H: 2.445 2.603 0.477
H: 2.948 0.904 4.697
H: 3.577 -0.482 6.633
H: 3.420 -2.946 6.499
H: 2.588 -4.023 4.436
H: 1.959 -2.657 2.500
C: -1.047 -1.522 2.406
N: -1.299 -1.627 0.955
C: -2.765 -1.514 0.779
C: -0.837 -2.956 0.503
C: -1.058 -3.126 -0.991
N: -0.642 -1.913 -1.753
C: -1.621 -1.709 -2.847
C: 0.684 -2.134 -2.386
H: -1.547 -2.338 2.936
H: -1.436 -0.576 2.777
H: 0.014 -1.576 2.612
H: -3.273 -2.317 1.320
H: -3.051 -1.574 -0.270
H: -3.104 -0.559 1.176
H: -1.375 -3.751 1.031
H: 0.223 -3.046 0.745
H: -2.112 -3.316 -1.185
H: -0.515 -4.005 -1.343
H: -2.602 -1.447 -2.450
H: -1.722 -2.625 -3.436
H: -1.287 -0.923 -3.511
H: 0.599 -2.829 -3.226
H: 1.386 -2.550 -1.669
H: 1.080 -1.192 -2.764
C: 2.758 -1.656 0.244
C: 1.625 -0.660 0.536
O: 1.489 0.302 -0.470
H: 3.184 -1.410 -0.728
H: 2.440 -2.701 0.242
H: 3.568 -1.571 0.970

total charge = +2
E_HOMO = -0.487 Ha
energy above the lowest of the compared OMol25 structures with the same formula, charge and spin = 19.3 kJ/mol
maximum force = 1.3 eV Å⁻¹
gap between HOMO and LUMO = 7.470 eV
DFT total energy = -88335.3771 eV
LUMO energy = -5.79 eV

=====

Look up the maximum force of the fourth one. 2.2 eV Å⁻¹

=====

Which of these has the highest maximum force? C38H44N8O14PS